Record 1
70
Properties=species:S:1:pos:R:3:forces:R:3:nbo_charge:R:1 method="wB97M-V/def2-TZVPD" charge=0 smiles="CC(=O)c1cc2c(cc1N(C(=O)Cn1nnc3ccccc31)[C@@H](C(=O)NCCC(C)C)c1cccnc1)OCO2" energy_ev=-49738.0605 relative_energy_kj_mol=0.0 homo_lumo_gap_ev=8.67
C -3.393 -0.566 -1.897 0.0 0.3 -0.2 -0.732
C -2.201 -0.123 -1.095 -0.2 0.0 -0.1 0.587
O -1.763 1.003 -1.195 -0.1 -0.1 -0.2 -0.568
C -1.611 -1.116 -0.155 0.6 0.0 0.4 -0.079
C -2.291 -2.309 0.136 0.2 -0.1 0.1 -0.265
C -1.738 -3.162 1.052 0.6 0.3 0.2 0.304
C -0.525 -2.877 1.690 -0.6 0.1 -0.4 0.256
C 0.167 -1.725 1.414 -0.1 -0.2 0.0 -0.279
C -0.395 -0.843 0.487 -0.5 -0.3 0.1 0.183
N 0.355 0.323 0.186 0.3 -0.1 0.0 -0.445
C 0.349 1.427 0.953 -0.3 -0.2 0.3 0.706
O 1.088 2.377 0.756 0.1 0.5 0.0 -0.651
C -0.647 1.439 2.120 0.4 0.1 0.2 -0.303
N -2.002 1.490 1.662 -0.5 0.5 -0.3 -0.205
N -2.849 0.469 1.831 0.3 -0.6 0.7 -0.024
N -3.975 0.730 1.302 -0.6 -0.4 -0.1 -0.238
C -3.921 1.971 0.740 1.0 0.8 0.1 0.025
C -4.863 2.721 0.037 0.1 -0.1 0.1 -0.179
C -4.465 3.957 -0.413 -0.2 0.0 -0.1 -0.228
C -3.171 4.452 -0.186 0.2 0.0 0.1 -0.187
C -2.225 3.732 0.504 0.1 0.1 0.0 -0.251
C -2.620 2.482 0.964 -0.9 -0.2 0.0 0.183
C 1.235 0.299 -0.994 0.2 0.1 -0.2 -0.147
C 2.640 -0.172 -0.537 -0.4 0.4 -0.1 0.680
O 3.047 -1.306 -0.683 0.1 -0.4 -0.1 -0.636
N 3.331 0.810 0.057 0.3 0.4 0.2 -0.617
C 4.672 0.632 0.571 0.2 0.0 -0.1 -0.235
C 5.628 1.621 -0.095 0.2 -0.1 0.1 -0.394
C 7.086 1.520 0.375 -0.1 0.0 0.0 -0.209
C 7.235 1.854 1.858 0.0 0.0 -0.3 -0.608
C 7.689 0.151 0.072 0.0 0.3 0.0 -0.609
C 0.681 -0.541 -2.107 0.1 -0.1 -0.2 -0.096
C 0.630 -1.930 -2.047 0.1 0.0 -0.2 -0.132
C 0.088 -2.627 -3.116 0.0 0.1 0.1 -0.273
C -0.392 -1.909 -4.199 0.0 -0.3 0.1 0.036
N -0.337 -0.590 -4.271 -0.2 0.2 -0.5 -0.429
C 0.190 0.070 -3.258 0.2 0.0 0.4 0.071
O -0.212 -3.884 2.545 0.3 0.4 -0.1 -0.466
C -1.264 -4.824 2.443 -0.1 -1.1 0.6 0.234
O -2.204 -4.365 1.494 -0.2 0.2 -0.3 -0.482
H -3.622 0.203 -2.631 0.0 0.0 0.0 0.246
H -4.247 -0.683 -1.231 -0.1 -0.1 0.1 0.246
H -3.194 -1.507 -2.401 0.0 -0.1 0.0 0.232
H -3.234 -2.549 -0.320 -0.2 0.0 -0.1 0.239
H 1.115 -1.509 1.879 0.2 0.0 0.0 0.244
H -0.427 2.327 2.722 0.0 -0.2 -0.1 0.236
H -0.542 0.538 2.730 -0.1 0.2 0.0 0.251
H -5.854 2.335 -0.140 -0.1 0.0 0.0 0.224
H -5.161 4.570 -0.966 -0.1 0.0 0.0 0.216
H -2.916 5.427 -0.572 0.0 0.1 0.0 0.217
H -1.224 4.100 0.664 0.1 0.1 0.0 0.234
H 1.307 1.339 -1.332 0.0 -0.2 0.1 0.251
H 2.884 1.708 0.200 -0.1 -0.2 -0.1 0.430
H 4.662 0.783 1.655 0.1 -0.1 0.0 0.189
H 4.958 -0.397 0.350 0.0 0.1 0.1 0.231
H 5.594 1.455 -1.174 -0.1 0.0 0.0 0.208
H 5.266 2.635 0.096 0.0 0.1 -0.1 0.198
H 7.648 2.270 -0.195 0.0 0.0 0.0 0.198
H 6.783 1.084 2.478 -0.1 -0.1 0.1 0.199
H 6.764 2.807 2.088 0.0 0.1 0.1 0.206
H 8.287 1.922 2.122 0.1 0.0 0.1 0.211
H 8.758 0.160 0.274 0.1 -0.1 0.0 0.210
H 7.540 -0.112 -0.972 0.0 -0.1 -0.1 0.210
H 7.236 -0.619 0.691 0.0 -0.1 0.1 0.201
H 1.025 -2.459 -1.195 0.0 0.0 0.1 0.240
H 0.039 -3.705 -3.102 0.0 -0.1 0.0 0.219
H -0.836 -2.405 -5.052 0.0 -0.1 0.0 0.192
H 0.209 1.147 -3.362 0.0 0.1 0.1 0.196
H -0.858 -5.796 2.121 -0.1 0.3 0.0 0.164
H -1.752 -4.938 3.423 0.1 0.1 -0.2 0.164

Record 2
12
Properties=species:S:1:pos:R:3:forces:R:3:nbo_charge:R:1 method="wB97M-V/def2-TZVPD" charge=+1 energy_ev=-6744.3384 relative_energy_kj_mol=95.4 homo_lumo_gap_ev=10.38
C 0.712 1.817 -1.266 0.2 0.8 1.5 0.156
N 0.643 0.554 -1.228 -0.5 -0.8 -2.0 -0.574
H 0.928 2.399 -2.119 0.2 -0.2 -1.5 0.223
H 0.622 2.505 -0.422 -0.2 -1.0 0.5 0.238
H 0.396 -0.017 -0.397 0.6 0.5 0.2 0.486
H 0.719 0.032 -2.154 0.0 0.8 1.7 0.446
H -2.694 -1.425 0.416 -1.8 0.3 -1.4 0.488
H -2.006 -1.893 1.560 0.2 -0.7 1.4 0.482
O -1.845 -1.380 0.788 1.7 0.4 0.1 -0.962
H 0.035 -1.044 1.435 0.5 -0.2 0.4 0.504
H 1.642 -1.033 1.896 -2.6 1.1 -1.1 0.514
O 0.849 -0.515 1.491 1.8 -0.8 0.4 -1.001

Record 3
96
Properties=species:S:1:pos:R:3:forces:R:3:mulliken_spin:R:1 method="wB97M-V/def2-TZVPD" charge=0 multiplicity=2 energy_ev=-175124.7459 relative_energy_kj_mol=101.3 homo_lumo_gap_ev="7.52 / 7.24"
Cr -1.265 0.403 -0.889 -0.6 0.8 -0.6 1.170
C 5.565 0.225 2.776 0.0 0.0 0.0 0.000
C 5.602 1.751 2.876 0.0 0.0 0.0 0.000
C 5.152 2.163 4.284 0.0 0.0 0.0 0.000
C 7.050 2.213 2.657 0.0 0.0 -0.1 0.000
C 4.680 2.415 1.852 0.0 0.0 0.0 0.000
C 4.707 3.816 1.722 0.0 0.0 0.0 0.000
C 3.904 4.485 0.825 0.0 0.0 0.0 0.000
C 3.042 3.741 0.024 0.0 0.0 0.1 0.000
S 1.949 4.262 -1.203 -0.1 -0.1 -0.1 0.000
C 1.529 2.581 -1.513 -0.1 0.1 0.1 0.010
N 2.111 1.722 -0.744 0.1 0.0 -0.1 0.004
C 2.985 2.349 0.135 -0.1 0.0 0.0 0.001
C 3.807 1.692 1.056 0.1 0.0 0.0 0.000
C 0.608 2.285 -2.630 0.1 0.0 0.0 -0.084
C 0.877 2.970 -3.823 0.1 0.0 0.0 -0.001
C 0.131 2.752 -4.965 0.0 0.0 0.1 0.001
C -0.898 1.825 -4.908 0.0 0.0 0.0 -0.002
C -1.165 1.160 -3.720 0.0 0.0 -0.1 -0.006
C -0.452 1.368 -2.530 0.0 -0.2 0.2 -0.011
H 6.296 -0.204 3.464 0.0 0.0 0.0 0.000
H 5.808 -0.117 1.768 0.0 0.0 0.0 0.000
H 4.584 -0.172 3.049 0.0 0.0 0.0 0.000
H 5.815 1.732 5.039 0.0 0.0 0.0 0.000
H 4.137 1.814 4.479 -0.1 0.0 0.0 0.000
H 5.163 3.248 4.399 0.0 0.0 0.0 0.000
H 7.727 1.633 3.287 0.0 0.0 0.0 0.000
H 7.184 3.265 2.912 0.0 0.0 0.0 0.000
H 7.349 2.079 1.616 0.0 0.0 0.0 0.000
H 5.383 4.396 2.338 0.0 0.0 0.0 0.000
H 3.954 5.563 0.736 0.0 0.0 0.0 0.000
H 3.764 0.613 1.099 0.0 0.0 0.0 0.000
H 1.713 3.660 -3.858 0.0 0.0 0.0 0.000
H 0.364 3.279 -5.881 0.0 0.0 0.0 0.000
H -1.500 1.614 -5.784 0.0 0.0 0.0 0.000
H -1.968 0.438 -3.737 0.0 0.0 0.0 -0.001
Cl -2.171 3.460 -0.693 0.0 -0.1 0.0 -0.005
C -2.774 1.756 -0.555 0.1 -0.3 0.0 -0.056
H -3.565 1.660 -1.297 0.1 0.0 0.0 0.015
H -3.234 1.687 0.433 -0.1 0.1 0.0 0.006
Br 0.712 -0.104 5.221 0.1 0.0 0.1 0.000
C 0.432 0.393 3.432 0.0 0.0 -0.1 0.003
C -0.332 1.502 3.129 0.1 0.1 0.0 -0.005
C -0.648 1.734 1.799 -0.1 0.0 0.0 0.002
N -0.243 0.931 0.816 0.5 -0.1 0.3 0.015
C 0.618 -0.053 1.117 0.1 -0.1 0.0 0.008
C 0.968 -0.377 2.409 0.0 0.0 0.0 -0.002
H -0.727 2.147 3.900 0.0 0.0 0.0 0.000
H -1.281 2.563 1.514 0.0 0.0 0.0 -0.002
H 1.017 -0.615 0.279 -0.1 0.0 0.0 -0.014
H 1.609 -1.222 2.611 0.0 0.0 0.0 0.000
N -4.003 -1.478 5.392 0.1 0.0 0.0 0.000
C -3.342 -0.674 4.519 0.0 -0.1 0.0 0.000
O -3.145 0.507 4.729 0.0 0.0 0.0 0.000
C -2.845 -1.330 3.265 -0.1 0.0 0.0 0.001
C -2.458 -2.659 3.176 0.0 0.0 0.0 0.000
C -1.995 -3.139 1.961 0.0 0.0 0.0 0.001
C -1.912 -2.264 0.890 -0.1 -0.1 0.0 -0.001
N -2.244 -0.974 0.979 0.2 0.0 0.0 -0.015
C -2.725 -0.533 2.134 0.2 0.1 0.0 -0.003
H -4.378 -1.056 6.224 0.0 0.0 0.0 0.000
H -4.304 -2.401 5.141 0.0 0.0 0.0 0.000
H -2.482 -3.303 4.047 0.0 0.0 0.0 0.000
H -1.687 -4.168 1.842 0.0 0.0 0.0 0.000
H -1.583 -2.600 -0.084 0.1 0.0 0.0 0.003
H -2.998 0.514 2.194 0.0 0.0 0.0 -0.001
C 0.757 -3.530 -1.346 0.0 0.1 0.0 -0.001
C 0.368 -2.968 -2.723 0.0 0.0 0.1 0.003
C 1.063 -1.630 -2.951 0.0 0.0 -0.1 0.008
C -1.137 -3.045 -2.983 0.1 0.0 -0.1 0.011
C -1.553 -4.170 -3.695 0.0 0.0 0.0 -0.004
C -2.882 -4.412 -3.984 0.0 0.0 0.0 0.006
C -3.826 -3.505 -3.540 0.0 0.0 0.0 -0.004
C -3.480 -2.370 -2.813 -0.2 -0.1 -0.1 0.005
C -4.624 -1.465 -2.376 0.1 0.0 0.0 0.003
C -4.672 -0.147 -3.148 0.0 0.0 0.0 -0.002
C -4.687 -1.219 -0.869 0.0 0.0 -0.1 -0.003
C -2.118 -2.133 -2.540 0.2 0.0 0.2 -0.033
O -1.765 -1.052 -1.828 0.1 0.0 0.0 -0.035
H 1.791 -3.881 -1.358 0.0 0.0 0.0 0.000
H 0.118 -4.365 -1.053 0.0 0.0 0.0 0.000
H 0.694 -2.755 -0.577 -0.1 0.0 0.0 0.002
H 0.794 -3.650 -3.463 0.0 -0.1 0.0 0.000
H 0.824 -0.899 -2.181 0.0 0.1 0.0 0.008
H 0.795 -1.185 -3.909 0.0 0.0 0.0 0.001
H 2.146 -1.780 -2.933 0.0 0.0 0.0 0.000
H -0.798 -4.872 -4.033 0.0 0.0 0.0 0.000
H -3.176 -5.292 -4.541 0.0 0.0 0.0 0.000
H -4.875 -3.679 -3.752 0.0 0.0 0.0 0.000
H -5.530 -2.017 -2.641 0.0 0.0 0.0 0.000
H -3.795 0.464 -2.944 0.0 0.0 0.0 0.003
H -5.555 0.429 -2.861 0.0 0.0 0.0 -0.001
H -4.717 -0.327 -4.224 0.0 0.0 0.0 0.000
H -3.849 -0.614 -0.531 -0.2 -0.1 -0.1 0.004
H -4.672 -2.163 -0.317 0.0 0.0 0.0 0.000
H -5.613 -0.695 -0.619 0.0 0.0 0.0 0.000

Record 4
9
Properties=species:S:1:pos:R:3:forces:R:3:nbo_charge:R:1 method="wB97M-V/def2-TZVPD" charge=0 multiplicity=3 energy_ev=-23181.9146 relative_energy_kj_mol=2.9 homo_lumo_gap_ev="7.47 / 6.52"
N 0.906 1.169 0.404 -0.2 3.3 3.6 -0.986
N 1.004 -1.167 -0.471 0.1 -0.6 -0.1 -1.168
P 0.787 0.451 -0.933 0.2 -3.6 -3.2 1.000
S -2.536 0.183 0.555 0.3 0.0 0.3 -0.320
H -1.384 0.371 1.243 -0.4 0.0 0.0 0.159
H 1.069 2.165 0.425 0.4 0.1 0.5 0.380
H 0.472 -1.846 -0.975 -0.1 -0.2 -0.2 0.397
H 1.501 -1.581 0.328 -0.2 1.0 -0.8 0.412
H -1.820 0.256 -0.576 -0.1 0.0 -0.2 0.127